P.
Below is a gas-phase ion, H3N2O3S (charge -1), with properties calculated with ωB97M-V/def2-TZVPD.

Structure (XYZ):
```
9
H3N2O3S | the Open Molecules 2025 dataset | ωB97M-V/def2-TZVPD
N -0.439 -0.315 0.345
N 0.312 0.868 0.395
S 2.148 0.022 -0.035
O 3.174 1.029 -0.123
O 1.847 -0.653 -1.291
O 2.192 -0.863 1.115
H 0.014 -1.101 -0.237
H -0.139 -0.810 1.150
H 0.075 1.481 -0.275
```

spin multiplicity	1
structure (SMILES)	NNS(=O)(=O)[O-]
LUMO level	4.3	eV
net charge	-1

Q.
Below is a gas-phase ion, H3N2O3S (charge -1), with properties calculated with ωB97M-V/def2-TZVPD.

Structure (XYZ):
```
9
H3N2O3S | the Open Molecules 2025 dataset | ωB97M-V/def2-TZVPD
N 1.422 0.214 0.112
N 0.599 -0.838 0.395
S -1.049 0.009 -0.066
O -2.043 -1.013 -0.061
O -0.700 0.562 -1.332
O -1.111 0.933 1.043
H 1.165 0.724 -0.714
H 0.963 0.981 0.857
H 0.753 -1.573 -0.233
```

spin multiplicity	1
structure (SMILES)	NNS(=O)(=O)[O-]
LUMO level	4.3	eV
net charge	-1

Which structure is most stable, and how do the rest compare? From most to least stable: Q, P.

P.
Below is 9 unconnected molecules or ions with the total composition C19H32I2N9O3PS, with properties calculated with ωB97M-V/def2-TZVPD.

Structure (XYZ):
```
67
C19H32I2N9O3PS | the Open Molecules 2025 dataset | ωB97M-V/def2-TZVPD
C -3.023 -0.102 -0.506
C -2.355 -1.480 -0.605
I -3.265 -2.889 0.736
C -0.853 -1.405 -0.387
I 0.214 -3.021 -1.320
O -0.530 -1.343 0.999
S 0.566 -0.187 1.381
O 1.864 -0.810 1.432
O 0.095 -0.121 2.924
P -1.442 0.175 3.493
N -1.547 1.299 4.529
H -2.276 0.692 -0.578
H -3.566 0.027 0.428
H -3.714 0.031 -1.335
H -2.548 -1.938 -1.570
H -0.487 -0.495 -0.867
H -2.064 0.417 2.265
H -1.813 -1.133 3.828
H -1.666 0.981 5.484
C 0.271 0.344 8.593
C -1.077 0.267 8.041
N -2.138 0.206 7.607
H 0.234 0.749 9.603
H 0.717 -0.648 8.622
H 0.884 0.994 7.971
C 1.760 -3.684 2.946
C 1.853 -5.106 2.641
N 1.935 -6.225 2.397
H 2.757 -3.263 3.049
H 1.228 -3.173 2.147
H 1.224 -3.537 3.883
C 1.676 3.444 -0.709
C 0.549 2.586 -1.055
N -0.336 1.904 -1.326
H 1.499 4.455 -1.072
H 1.798 3.470 0.373
H 2.588 3.057 -1.161
C 5.251 -2.135 1.491
C 5.274 -2.669 2.849
N 5.250 -3.083 3.920
H 4.269 -1.709 1.283
H 6.007 -1.360 1.383
H 5.454 -2.930 0.776
C 3.516 -6.702 -0.540
C 3.223 -6.657 -1.968
N 3.001 -6.608 -3.093
H 4.258 -5.943 -0.296
H 2.617 -6.518 0.044
H 3.908 -7.679 -0.264
C -0.010 3.456 -4.763
C 0.814 4.582 -5.187
N 1.427 5.494 -5.519
H 0.485 2.899 -3.970
H -0.963 3.828 -4.395
H -0.202 2.788 -5.600
C -4.530 1.634 -4.713
C -4.527 0.330 -4.057
N -4.529 -0.695 -3.540
H -5.112 2.344 -4.128
H -3.513 2.012 -4.806
H -4.969 1.548 -5.705
C -2.433 7.013 -5.326
C -2.850 5.616 -5.383
N -3.160 4.509 -5.433
H -3.257 7.633 -4.980
H -1.590 7.118 -4.645
H -2.123 7.344 -6.315
```

spin multiplicity	1
LUMO level	0.0	eV

Q.
Below is 9 unconnected molecules or ions with the total composition C19H32I2N9O3PS, with properties calculated with ωB97M-V/def2-TZVPD.

Structure (XYZ):
```
67
C19H32I2N9O3PS | the Open Molecules 2025 dataset | ωB97M-V/def2-TZVPD
C 0.697 1.525 3.031
C -0.429 0.337 2.923
I 0.431 -1.477 3.889
C -0.753 -0.121 1.349
I -2.841 -0.817 1.345
O 0.099 -1.293 1.093
S 0.643 -1.364 -0.521
O -0.400 -2.247 -1.261
O 2.081 -2.279 -0.492
P 3.175 -1.772 0.775
N 4.581 -1.302 0.057
H 0.822 2.129 2.011
H 1.775 1.148 3.310
H 0.366 2.267 3.873
H -1.432 0.548 3.489
H -0.554 0.795 0.631
H 2.631 -0.685 1.596
H 3.414 -2.900 1.656
H 5.356 -1.959 0.376
C 6.955 -5.278 -0.326
C 6.953 -4.082 0.612
N 6.951 -3.090 1.390
H 7.983 -5.586 -0.535
H 6.420 -6.113 0.133
H 6.465 -5.015 -1.267
C -0.989 -5.134 -0.048
C -2.050 -5.919 0.706
N -2.930 -6.570 1.331
H -1.178 -5.189 -1.124
H -1.008 -4.086 0.264
H 0.001 -5.550 0.161
C 0.767 1.949 -3.539
C 0.655 2.108 -2.031
N 0.561 2.240 -0.781
H 1.190 2.857 -3.979
H 1.417 1.103 -3.777
H -0.222 1.772 -3.970
C -3.070 -4.387 -3.836
C -2.339 -5.707 -3.658
N -1.732 -6.803 -3.510
H -2.542 -3.593 -3.299
H -3.118 -4.127 -4.897
H -4.087 -4.467 -3.442
C -6.093 -5.457 0.737
C -7.054 -4.396 1.248
N -7.851 -3.516 1.672
H -5.886 -5.292 -0.324
H -5.154 -5.410 1.295
H -6.532 -6.450 0.863
C -1.050 5.696 -1.708
C -1.194 6.383 -3.056
N -1.313 6.954 -4.174
H -1.094 4.611 -1.836
H -0.091 5.962 -1.253
H -1.859 6.008 -1.041
C -0.847 5.650 4.489
C -0.995 4.190 4.884
N -1.119 2.979 5.212
H 0.200 5.954 4.569
H -1.181 5.793 3.457
H -1.451 6.279 5.149
C 1.863 8.918 -2.078
C 1.227 8.293 -0.847
N 0.700 7.775 0.175
H 2.863 9.287 -1.835
H 1.943 8.173 -2.875
H 1.251 9.752 -2.431
```

spin multiplicity	1
LUMO level	0.0	eV

Which structure is most stable, and how do the rest compare? From most to least stable: P, Q.

P.
Below is 3 unconnected molecules or ions with the total composition C4H14NO3, with properties calculated with ωB97M-V/def2-TZVPD.

Structure (XYZ):
```
22
C4H14NO3 | the Open Molecules 2025 dataset | ωB97M-V/def2-TZVPD
O -1.302 -3.114 -0.061
C -1.879 -2.063 -0.147
C -1.112 -0.782 -0.333
N 0.335 -1.073 -0.244
C 0.863 -1.144 1.160
C 0.939 0.218 1.801
H -2.978 -1.990 -0.142
H -1.349 -0.261 -1.265
H -1.374 -0.052 0.434
H 0.861 -0.323 -0.739
H 0.517 -1.975 -0.687
H 1.886 -1.529 1.041
H 0.292 -1.881 1.717
H 0.039 0.843 1.802
H 1.753 0.822 1.401
H 1.211 0.070 2.844
H -0.940 3.504 -1.629
H -0.407 3.685 -0.198
O -0.733 3.016 -0.820
H 0.571 1.899 -1.747
H 1.653 1.015 -2.503
O 1.153 1.118 -1.686
```

spin multiplicity	1
LUMO level	-2.9	eV
net charge	+1

Q.
Below is 4 unconnected molecules or ions with the total composition C4H14NO3, with properties calculated with ωB97M-V/def2-TZVPD.

Structure (XYZ):
```
22
C4H14NO3 | the Open Molecules 2025 dataset | ωB97M-V/def2-TZVPD
C 3.058 0.712 0.011
C 1.566 0.824 -0.159
C 0.388 0.900 0.818
C 0.740 -0.486 0.319
O 0.248 -1.006 -0.733
N -1.943 1.320 -1.609
H 3.553 1.505 -0.522
H 3.419 0.821 1.087
H 3.414 -0.250 -0.440
H 1.272 1.399 -1.033
H -0.504 1.434 0.487
H 0.643 1.004 1.884
H 1.113 -1.102 1.141
H -2.587 0.546 -1.476
H -2.213 2.018 -2.291
H -1.058 0.954 -1.937
H -2.194 -1.499 1.102
H -3.178 -0.648 1.870
O -2.251 -0.644 1.601
H -0.678 -1.930 -0.120
H -1.568 -3.237 -0.343
O -1.241 -2.637 0.342
```

spin multiplicity	1
LUMO level	-8.5	eV
net charge	+1

Which structure is most stable, and how do the rest compare? From most to least stable: P, Q.

P.
Below is a molecular structure, C21H22N2O5, with properties calculated with ωB97M-V/def2-TZVPD.

Structure (XYZ):
```
50
C21H22N2O5 | the Open Molecules 2025 dataset | ωB97M-V/def2-TZVPD
C -0.198 -3.048 -1.236
C -1.262 -2.204 -0.928
C -2.533 -2.648 -0.902
C -3.724 -1.986 -0.574
C -3.576 -0.793 -0.389
C -2.372 -0.150 -0.170
C -1.332 -0.985 -0.431
H -0.271 -0.420 -0.749
N -2.216 1.294 0.116
C -3.199 2.049 0.295
O -3.230 3.430 0.750
C -4.641 1.604 -0.328
O -4.679 -0.040 -0.042
H -4.543 1.756 -1.281
H -5.387 2.020 0.100
C -0.975 1.730 0.863
H -0.980 2.687 0.834
H -0.124 1.467 0.136
C -0.520 1.342 2.092
C -0.071 -0.122 2.260
O -0.732 -1.182 2.233
N 1.170 -0.085 2.030
H 1.805 0.797 1.956
C 1.979 -1.356 1.957
C 3.137 -1.196 0.461
C 4.274 -0.257 0.957
H 5.025 -0.592 0.249
O 3.685 1.177 0.807
C 2.836 1.140 -0.208
C 2.679 2.425 -0.690
C 1.918 2.770 -1.964
C 1.419 1.543 -2.763
C 1.735 0.324 -2.174
C 2.398 -0.051 -1.042
O 2.577 -1.281 -0.596
H 1.389 -0.374 -2.699
H 0.913 1.722 -3.716
H 1.696 3.682 -1.984
H 3.008 3.337 -0.171
H 4.466 -0.224 2.078
H 3.713 -2.422 0.860
H 1.183 -2.123 1.790
H 2.425 -1.688 2.771
H 0.020 1.774 2.679
H -1.665 1.281 2.645
H -4.622 -2.423 -0.529
H -2.755 -3.893 -1.062
H 0.825 -2.681 -1.114
H -0.222 -3.882 -0.852
H -0.448 -3.246 -2.327
```

spin multiplicity	1
LUMO level	0.3	eV

Q.
Below is a molecular structure, C21H22N2O5, with properties calculated with ωB97M-V/def2-TZVPD.

Structure (XYZ):
```
50
C21H22N2O5 | the Open Molecules 2025 dataset | ωB97M-V/def2-TZVPD
C 7.193 0.426 0.258
C 7.287 -1.093 0.383
C 6.253 -1.687 -0.518
H 6.298 -1.549 -1.571
H 6.178 -3.041 -0.521
O 4.720 -1.488 -0.055
C 3.993 -0.737 -0.772
O 4.470 -0.216 -2.135
C 2.700 -0.231 -0.489
C 2.386 -0.681 0.877
C 1.047 -0.072 1.373
C 0.139 0.576 0.451
C 0.660 0.665 -0.845
C 1.905 0.569 -1.157
H 2.195 0.740 -2.315
H -0.110 1.366 -1.241
O -0.932 0.620 1.144
C -1.781 1.688 0.568
C -1.299 3.180 0.249
N -2.510 3.699 -0.143
N -3.528 2.785 -0.542
C -3.188 1.699 0.149
C -3.911 0.531 -0.015
C -3.538 -0.738 0.652
C -4.239 -1.766 0.175
C -5.395 -1.882 -0.222
C -5.920 -0.895 -0.763
C -5.133 0.610 -0.729
O -5.764 1.525 -1.138
H -5.018 2.258 -1.043
H -6.882 -0.567 -1.294
O -6.348 -2.994 -0.465
C -5.888 -4.166 0.218
H -5.797 -4.276 1.259
H -6.764 -4.964 -0.017
H -4.957 -4.369 -0.234
H -3.828 -2.836 0.689
H -2.520 -0.806 1.242
H -2.612 4.662 -0.507
C -0.270 3.936 0.727
H 0.583 3.776 -0.078
H 0.241 3.372 1.669
H -0.478 4.782 0.977
H 0.726 -0.696 2.368
H 2.910 -1.150 1.434
H 8.268 -1.565 0.129
H 7.001 -1.417 1.475
H 6.313 0.708 0.484
H 7.939 0.983 0.681
H 7.206 0.727 -0.822
```

spin multiplicity	1
LUMO level	0.1	eV

Which structure is most stable, and how do the rest compare? From most to least stable: P, Q.

P.
Below is a single C8H10N2O molecule, with properties calculated with ωB97M-V/def2-TZVPD.

Structure (XYZ):
```
21
C8H10N2O | the Open Molecules 2025 dataset | ωB97M-V/def2-TZVPD
H -0.073 -2.763 -0.190
N -0.450 -1.900 -0.503
C 0.069 -0.949 0.138
C 1.172 -1.069 1.197
C -0.846 0.190 0.358
C -2.175 -0.165 0.983
C -0.519 1.485 0.254
C 0.691 2.090 -0.310
C 1.427 1.412 -1.244
C 0.942 0.189 -1.724
N 0.602 -0.491 -2.608
O 0.071 -1.368 -3.227
H 1.494 -2.111 1.374
H 0.765 -0.554 2.120
H 2.053 -0.481 0.923
H -1.896 0.061 2.017
H -2.348 -1.212 0.882
H -2.985 0.487 0.783
H -1.130 2.285 0.565
H 0.852 3.093 -0.160
H 2.285 1.770 -1.628
```

spin multiplicity	1
structure (SMILES)	[H]/N=C(C)/C(C)=C\C=C/C#[N+][O-]
LUMO level	0.0	eV

Q.
Below is a single C8H10N2O molecule, with properties calculated with ωB97M-V/def2-TZVPD.

Structure (XYZ):
```
21
C8H10N2O | the Open Molecules 2025 dataset | ωB97M-V/def2-TZVPD
C 1.717 1.836 -0.195
C 1.731 0.330 0.120
C 3.028 -0.286 0.164
O 4.036 0.353 0.064
C 0.282 -0.615 0.072
C 0.259 -2.066 -0.080
C -1.014 0.029 0.088
N -1.298 1.397 0.197
C -2.716 1.470 0.183
C -3.214 0.160 0.040
N -2.165 -0.652 -0.048
H 2.069 2.360 0.756
H 2.469 1.909 -0.925
H 0.785 2.139 -0.496
H 3.104 -1.342 0.178
H -0.370 -2.580 0.671
H -0.235 -2.321 -0.978
H 1.267 -2.581 -0.018
H -3.343 2.364 0.186
H -4.220 -0.261 0.019
H -2.173 -1.643 0.001
```

spin multiplicity	1
structure (SMILES)	C/C(C=O)=C(/C)c1ncc[nH]1
LUMO level (alpha / beta)	-0.7 / -0.7	eV

Which structure is most stable, and how do the rest compare? From most to least stable: Q, P.

P.
Below is 2 unconnected molecules or ions with the total composition C2H5N4, with properties calculated with ωB97M-V/def2-TZVPD.

Structure (XYZ):
```
11
C2H5N4 | the Open Molecules 2025 dataset | ωB97M-V/def2-TZVPD
C 2.989 -0.129 0.177
C -0.984 -0.057 0.317
N 4.013 -0.623 0.164
N -1.985 -0.705 -0.240
N 1.018 1.162 -0.201
N 0.063 0.396 -0.365
H -1.241 0.301 1.337
H -2.779 -0.492 0.353
H -2.221 -1.231 -1.132
H 1.018 1.530 0.800
H 0.107 -0.153 -1.210
```

spin multiplicity	1
LUMO level (alpha / beta)	-7.1 / -6.9	eV
net charge	+1

Q.
Below is a gas-phase ion, C2H5N4 (charge +1), with properties calculated with ωB97M-V/def2-TZVPD.

Structure (XYZ):
```
11
C2H5N4 | the Open Molecules 2025 dataset | ωB97M-V/def2-TZVPD
C -0.577 0.385 1.287
C -0.054 -0.090 0.016
N 1.176 -0.557 -0.181
N 1.407 -0.586 -1.606
N 0.329 -0.257 -2.120
N -0.526 0.108 -1.181
H -1.697 0.497 1.300
H 0.074 1.320 1.321
H -0.477 -0.204 2.154
H 1.866 -0.827 0.437
H -1.521 0.212 -1.427
```

spin multiplicity	1
structure (SMILES)	Cc1[nH]nn[nH+]1
LUMO level	-4.3	eV
net charge	+1

R.
Below is a gas-phase ion, C2H5N4 (charge +1), with properties calculated with ωB97M-V/def2-TZVPD.

Structure (XYZ):
```
11
C2H5N4 | the Open Molecules 2025 dataset | ωB97M-V/def2-TZVPD
H 1.478 1.344 1.211
N 1.596 1.131 0.118
N 1.305 0.159 -0.478
C 0.277 -0.597 -0.025
N 0.284 -1.922 0.009
C -0.617 0.343 0.129
N -1.423 1.226 -0.266
H -0.551 -2.478 0.146
H 1.154 -2.440 -0.018
H -1.711 1.444 -1.239
H -1.791 1.791 0.414
```

spin multiplicity	1
structure (SMILES)	[H]/N=N\C(N)=C=[NH2+]
LUMO level	-4.9	eV
net charge	+1

Which structure is most stable, and how do the rest compare? From most to least stable: Q, R, P.